Here is 2 unconnected molecules or ions with the total composition C3H10O2S from OMol25. Energies are from ωB97M-V/def2-TZVPD.

Element x y z (Å)
S1 -2.62 0.05 -0.47
H1 0.04 0.34 -0.84
O1 2.05 0.16 -2.18
H2 0.51 -1.75 0.61
H3 1.65 1.04 -2.21
H4 -0.52 1.28 1.96
H5 -0.97 -0.36 1.56
H6 1.86 -0.82 1.26
H7 1.77 -1.10 -0.51
H8 -1.81 -0.11 -1.55
H9 -2.26 -1.12 0.12
C1 1.20 -0.92 0.41
O2 -1.87 1.11 0.37
H10 1.19 1.20 0.18
C2 -0.68 0.60 1.13
C3 0.46 0.39 0.17

- LUMO level (eV) = -1.740
- E (Eh) = -668.722071
- energy above the lowest of the compared OMol25 structures with the same formula, charge and spin (kcal/mol) = 143.2
- Kohn-Sham gap (eV) = 4.02

natural (NBO) population analysis, charges in e, atoms 1 to 4: S 0.884; H 0.225; O -1.311; H 0.156